C27H24F2N4O3S2 in the gas phase. Source: the OMol25 dataset; level of theory: ωB97M-V/def2-TZVPD.

Charge ... 0
Energy above the lowest of the compared OMol25 structures with the same formula, charge and spin ... 1.6 kcal/mol
HOMO ... -7.52 eV
SMILES ... O=C(CSc1nc2ccccc2c(=O)n1-c1ccc(SC(F)F)cc1)Nc1ccc(N2CCOCC2)cc1

Cartesian coordinates (Å):
O 1.978409 2.638834 2.649058
C 1.201843 1.713341 2.609571
C -0.225475 1.889614 3.136082
S -1.508391 0.990548 2.216102
C -1.092997 1.527894 0.591363
N 0.011178 2.155878 0.453877
C 0.374411 2.594233 -0.788689
C 1.596688 3.252215 -0.946269
C 1.966639 3.698925 -2.194188
C 1.135290 3.504888 -3.297832
C -0.071046 2.857316 -3.154241
C -0.464456 2.390591 -1.898129
C -1.733890 1.693549 -1.732274
O -2.541008 1.467941 -2.604775
N -1.976034 1.253650 -0.411748
C -3.175480 0.534972 -0.150654
C -4.402136 1.157339 -0.337834
C -5.566820 0.456882 -0.090155
C -5.494296 -0.854368 0.352250
S -7.017637 -1.731076 0.689395
C -6.908219 -3.019724 -0.597027
F -6.697920 -2.485778 -1.810528
F -5.893809 -3.877110 -0.374203
C -4.272994 -1.479496 0.545301
C -3.109108 -0.785623 0.274264
N 1.485314 0.442555 2.240408
C 2.649669 -0.047808 1.634831
C 2.661185 -1.373760 1.209458
C 3.779041 -1.913662 0.612721
C 4.929366 -1.145068 0.403387
N 6.064128 -1.737660 -0.142023
C 7.329659 -1.034913 -0.112123
C 8.459792 -2.063205 -0.237490
O 8.343208 -2.834967 -1.408537
C 7.108030 -3.510655 -1.430490
C 5.942514 -2.523153 -1.355842
C 4.902001 0.184788 0.829642
C 3.787330 0.724559 1.440731
H -0.467917 2.951542 3.123565
H -0.292772 1.515153 4.159149
H 2.216459 3.391947 -0.075286
H 2.910477 4.207839 -2.322331
H 1.441483 3.864774 -4.268423
H -0.731869 2.693289 -3.991975
H -4.440766 2.177045 -0.687053
H -6.528937 0.921374 -0.237037
H -7.853293 -3.579307 -0.601929
H -4.227081 -2.500608 0.889582
H -2.151275 -1.268368 0.393001
H 0.722900 -0.222197 2.283766
H 1.786647 -1.992660 1.359222
H 3.763895 -2.952812 0.321986
H 7.437384 -0.517881 0.841673
H 7.410993 -0.306766 -0.935573
H 9.427421 -1.562180 -0.295692
H 8.441823 -2.721668 0.644723
H 7.080854 -4.071374 -2.366227
H 7.048810 -4.209085 -0.581560
H 4.998365 -3.063937 -1.367411
H 5.981309 -1.865662 -2.240680
H 5.756651 0.824108 0.676956
H 3.793171 1.752031 1.762338

Atomic forces in eV per Å
0.310 0.172 0.042
-0.369 -0.070 0.435
-0.175 0.099 -0.390
-0.227 -0.135 0.488
0.612 0.373 0.369
-0.354 -0.079 0.299
-0.289 0.022 -0.736
-0.038 0.012 -0.115
0.010 -0.018 0.126
-0.110 -0.027 -0.143
-0.049 -0.038 0.020
0.464 0.235 0.109
-0.034 -0.086 -0.094
0.008 0.038 -0.077
0.008 0.038 -0.270
-0.496 -0.299 0.028
0.144 -0.008 0.098
0.111 0.024 0.007
-0.481 -0.408 0.090
0.147 -0.186 -0.229
-0.578 0.341 0.476
0.028 0.172 -0.422
0.345 -0.350 0.105
0.078 0.055 0.028
0.036 0.170 -0.178
-0.056 -0.500 0.176
0.299 0.096 -0.077
0.009 0.138 -0.018
0.020 0.070 -0.066
-0.289 0.235 0.219
0.405 -0.222 -0.031
0.207 -0.273 -0.003
-0.028 0.332 0.202
0.086 0.025 -0.132
-0.380 -0.011 -0.115
0.237 -0.226 -0.084
0.127 -0.320 -0.227
-0.206 0.123 0.122
0.173 -0.083 0.013
-0.029 -0.006 -0.015
0.082 0.017 0.123
0.083 0.042 -0.001
0.015 0.022 -0.079
-0.035 -0.004 -0.083
0.031 0.085 -0.039
-0.081 0.035 -0.050
0.185 0.140 0.044
-0.031 -0.036 0.037
0.115 -0.020 -0.011
0.061 0.244 -0.025
-0.088 -0.072 0.022
0.022 -0.098 0.003
0.019 0.031 -0.042
0.004 0.046 0.075
-0.056 -0.005 0.066
0.011 0.086 -0.051
-0.050 0.000 0.067
-0.026 0.039 -0.079
0.031 0.005 -0.027
-0.066 -0.061 0.010
0.101 0.041 -0.022
-0.003 0.037 0.033

How positive or negative is each atom? The Löwdin charges in e answer that: number 1, O, carries 0.06; number 2, C, carries -0.57; number 3, C, carries -0.34; number 4, S, carries 1.03; number 5, C, carries -0.54; number 6, N, carries 0.12; number 7, C, carries -0.19; number 8, C, carries 0.01; number 9, C, carries -0.06; number 10, C, carries -0.07; number 11, C, carries -0.01; number 12, C, carries -0.06; number 13, C, carries -0.35; number 14, O, carries 0.11; number 15, N, carries 0.06; number 16, C, carries -0.25; number 17, C, carries 0.01; number 18, C, carries -0.07; number 19, C, carries -0.52; number 20, S, carries 1.00; number 21, C, carries -0.67; number 22, F, carries 0.03; number 23, F, carries 0.01; number 24, C, carries -0.07; number 25, C, carries -0.04; number 26, N, carries 0.11; number 27, C, carries -0.22; number 28, C, carries -0.02; number 29, C, carries -0.02; number 30, C, carries -0.23; number 31, N, carries -0.11; number 32, C, carries -0.15; number 33, C, carries -0.19; number 34, O, carries -0.13; number 35, C, carries -0.19; number 36, C, carries -0.14; number 37, C, carries -0.01; number 38, C, carries -0.01; number 39, H, carries 0.09; number 40, H, carries 0.09; number 41, H, carries 0.11; number 42, H, carries 0.11; number 43, H, carries 0.10; number 44, H, carries 0.12; number 45, H, carries 0.13; number 46, H, carries 0.11; number 47, H, carries 0.12; number 48, H, carries 0.11; number 49, H, carries 0.12; number 50, H, carries 0.10; number 51, H, carries 0.11; number 52, H, carries 0.11; number 53, H, carries 0.12; number 54, H, carries 0.13; number 55, H, carries 0.13; number 56, H, carries 0.13; number 57, H, carries 0.13; number 58, H, carries 0.13; number 59, H, carries 0.11; number 60, H, carries 0.13; number 61, H, carries 0.10; number 62, H, carries 0.10